1.
{"formula": "C15H17N2P", "method": "ωB97M-V/def2-TZVPD", "species": ["P", "N", "N", "C", "C", "C", "C", "C", "C", "C", "C", "C", "C", "C", "C", "C", "C", "C", "H", "H", "H", "H", "H", "H", "H", "H", "H", "H", "H", "H", "H", "H", "H", "H", "H"], "positions_angstrom": [[0.171151, -0.103702, 0.180772], [-0.007225, 2.288043, -1.429055], [-1.089043, -4.271277, 2.121792], [1.946181, -0.518221, 0.077710], [-0.220118, -1.837063, 0.941652], [1.140974, 4.344232, -0.905544], [0.549229, 1.746155, -0.338090], [1.431774, 2.449836, 0.481122], [-2.741285, 1.005172, -0.434086], [-2.249003, 0.101389, -1.306777], [1.742195, 3.772496, 0.208424], [-1.923145, -3.281541, 1.819191], [-1.560748, -2.073221, 1.256880], [0.306405, 3.561908, -1.678471], [0.193239, -4.044258, 1.853135], [0.648239, -2.875639, 1.263788], [-0.837915, -0.429818, -1.323074], [2.402843, -1.196868, -1.013107], [-2.665384, 0.874987, 0.645232], [2.784160, -2.215762, -0.930151], [-2.900500, -0.261490, -2.102489], [-0.439708, 0.456185, 1.334653], [1.864916, 1.975981, 1.357330], [2.373163, -0.764922, -2.014453], [1.315255, 5.378729, -1.171565], [2.656114, -0.240185, 0.857586], [-0.141845, 4.001138, -2.566470], [2.429689, 4.315139, 0.845616], [-3.207863, 1.933618, -0.754685], [-2.331206, -1.330242, 1.082524], [-0.930310, -1.526947, -1.357271], [0.896634, -4.826787, 2.119015], [-0.346504, -0.168287, -2.258561], [-2.972065, -3.448413, 2.051371], [1.711705, -2.790360, 1.086054]], "forces_ev_per_angstrom": [[0.461, 2.062, -0.827], [0.514, 0.330, 0.303], [0.193, -0.002, 0.032], [0.374, 0.074, -0.843], [0.003, -0.271, 0.134], [0.250, 0.182, 0.221], [-0.400, -0.580, -0.002], [0.058, 0.332, 0.145], [-0.034, -0.171, 0.158], [0.043, 0.622, 0.175], [-0.189, -0.355, -0.104], [-0.603, -0.043, 0.124], [0.348, 0.144, 0.047], [-0.252, 0.133, -0.451], [-0.271, -0.003, 0.005], [0.453, 0.169, -0.062], [-1.065, -2.473, 0.943], [-0.127, 0.209, 0.119], [1.433, 0.773, -0.050], [1.763, 0.710, 0.173], [0.620, 1.030, -0.933], [0.014, -0.124, 0.056], [-0.041, -0.053, -0.036], [-1.683, -0.773, -0.243], [0.016, -0.040, -0.040], [-0.652, -1.611, 1.137], [-0.036, -0.077, 0.026], [-0.061, 0.104, -0.060], [-1.466, -0.822, -0.092], [0.023, -0.002, -0.047], [0.344, 0.026, -0.158], [-0.043, -0.020, -0.017], [-0.014, 0.629, 0.202], [0.052, -0.100, -0.005], [-0.027, -0.006, -0.032]], "homo_lumo_gap_ev": 7.6, "smiles": "C=CC[PH](C=C)(c1ccncc1)c1ccccn1", "spin_multiplicity": 1, "charge": 0, "e_homo_ev": -7.92, "fmax_ha_per_bohr": 0.055, "energy_ev": -28092.3470}

2.
{"formula": "C19H50As5F33N4O7S", "method": "ωB97M-V/def2-TZVPD", "species": ["As", "As", "As", "As", "As", "S", "F", "F", "F", "F", "F", "F", "F", "F", "F", "F", "F", "F", "F", "F", "F", "F", "F", "F", "F", "F", "F", "F", "F", "F", "F", "F", "F", "F", "F", "F", "F", "F", "F", "O", "O", "O", "O", "O", "O", "O", "N", "N", "N", "N", "C", "C", "C", "C", "C", "C", "C", "C", "C", "C", "C", "C", "C", "C", "C", "C", "C", "C", "C", "H", "H", "H", "H", "H", "H", "H", "H", "H", "H", "H", "H", "H", "H", "H", "H", "H", "H", "H", "H", "H", "H", "H", "H", "H", "H", "H", "H", "H", "H", "H", "H", "H", "H", "H", "H", "H", "H", "H", "H", "H", "H", "H", "H", "H", "H", "H", "H", "H", "H"], "positions_angstrom": [[7.052966, 10.155286, 14.988781], [12.814601, 16.978823, 8.597733], [15.470152, 8.281767, 13.990897], [11.271575, 19.828299, 15.371692], [12.929204, 15.843898, 19.935434], [17.996319, 18.011521, 13.819360], [12.699256, 17.391267, 19.062364], [9.790385, 19.521320, 14.535071], [16.784566, 8.284813, 12.881895], [19.883801, 19.456523, 14.809503], [13.348843, 15.176173, 18.395155], [12.164440, 19.420572, 13.910698], [14.220526, 8.346921, 15.224453], [7.922043, 9.750179, 13.512465], [11.333893, 17.065546, 9.585550], [7.525425, 8.671955, 15.675935], [6.626984, 11.767370, 14.397849], [12.401400, 16.564303, 21.443910], [15.714802, 10.016031, 14.035187], [20.465986, 17.458699, 14.329785], [12.631619, 18.525005, 7.890039], [13.114618, 14.276684, 20.580200], [13.726341, 17.673537, 9.891142], [12.748361, 20.120027, 16.242880], [14.206306, 16.706111, 7.636365], [8.615448, 10.888987, 15.507802], [16.629215, 8.174183, 15.311412], [20.214576, 18.886528, 12.755572], [6.391007, 10.646997, 16.509115], [15.471247, 6.580727, 13.969794], [11.291761, 21.556564, 14.864352], [11.951778, 16.195010, 7.297335], [13.173788, 15.400535, 9.320221], [14.591282, 16.300226, 20.424357], [11.209151, 15.506477, 19.628136], [10.285542, 20.225855, 16.732006], [14.328292, 8.389002, 12.768796], [5.586128, 9.524550, 14.341401], [11.397865, 18.156942, 15.869278], [17.611429, 17.465465, 15.077095], [15.433159, 20.824951, 16.135628], [18.454980, 14.285628, 13.247444], [17.458326, 19.304103, 13.532990], [19.535354, 15.428603, 7.423787], [7.748147, 14.497287, 16.648582], [17.872570, 17.003123, 12.755718], [14.806787, 19.877731, 14.146333], [17.016784, 15.521717, 9.088693], [10.838279, 14.376600, 15.714758], [18.853957, 11.452416, 13.709493], [15.997970, 15.563889, 10.216072], [12.304623, 14.960671, 15.735641], [15.142797, 19.809849, 15.614912], [14.766695, 21.147187, 13.331156], [17.029108, 16.834954, 8.365813], [18.201635, 11.047950, 12.352576], [8.891297, 14.196415, 17.358959], [10.281489, 14.948038, 14.411717], [16.679231, 14.427189, 8.043833], [18.474668, 15.215696, 9.632178], [20.237691, 11.921759, 13.545774], [19.748796, 18.510735, 13.958097], [18.503334, 13.814337, 14.545624], [14.929105, 18.437294, 16.137592], [17.908556, 12.425437, 14.473670], [10.155114, 14.931849, 17.027057], [10.773648, 12.884119, 15.608391], [18.846947, 10.126080, 14.468889], [19.575573, 15.797844, 8.820112], [18.757328, 10.235846, 11.875695], [12.803294, 14.450593, 16.559503], [10.941175, 12.378835, 16.563345], [10.751781, 14.497291, 13.566961], [19.538629, 9.423556, 13.982516], [19.269518, 10.310386, 15.447298], [14.346304, 17.805059, 15.447410], [20.245392, 12.868388, 13.057988], [12.700519, 14.612900, 14.766480], [18.119665, 11.995498, 11.770591], [17.190191, 10.668069, 12.689499], [19.553002, 13.749631, 14.837575], [15.963171, 14.770999, 7.279052], [17.564594, 14.107101, 7.528793], [18.444705, 14.138771, 9.691805], [17.991168, 14.442105, 15.250176], [18.231396, 15.234585, 13.180249], [16.166033, 16.412267, 10.838865], [9.762030, 12.677648, 15.228257], [20.823054, 11.200886, 12.954633], [7.285135, 13.823386, 16.143326], [11.553186, 12.572548, 14.941937], [12.192329, 16.048455, 15.832044], [10.457396, 15.964551, 14.339458], [16.264598, 14.733210, 10.851243], [10.128835, 16.007214, 16.995061], [14.522778, 18.353968, 17.152661], [9.176655, 14.859661, 14.462742], [17.463286, 17.599296, 9.050244], [20.440770, 15.496079, 9.444416], [17.625784, 16.888927, 7.475113], [15.484602, 19.201591, 13.705226], [16.929341, 12.467552, 14.056146], [20.319588, 15.762233, 6.978428], [10.895317, 14.661660, 17.755866], [8.694349, 14.359301, 18.411880], [17.745840, 12.038290, 15.481098], [14.086257, 21.875269, 13.751172], [14.378533, 20.850907, 12.359427], [16.261062, 13.605159, 8.604630], [17.818784, 9.853004, 14.642446], [15.908182, 17.943978, 16.120310], [20.841310, 11.834328, 14.465450], [19.521262, 16.926214, 8.908030], [18.615824, 15.539003, 10.665394], [15.735165, 21.542495, 13.264536], [9.077989, 13.135906, 17.279512], [14.963829, 15.529993, 9.817229], [13.807769, 19.549965, 14.082234], [16.001626, 17.096469, 8.164806]], "forces_ev_per_angstrom": [[1.857, 1.771, -0.683], [-2.643, -1.274, 0.939], [-0.061, -0.383, 2.821], [-1.650, 1.244, 0.698], [-0.803, 2.519, 0.538], [-0.025, -1.008, -0.692], [0.456, -0.927, 0.769], [0.432, -0.059, -0.412], [0.814, -0.089, -0.948], [0.426, 1.586, 1.263], [0.550, -0.110, -0.204], [0.337, -0.014, -0.166], [0.501, 0.179, -0.807], [-0.721, 0.162, 0.269], [1.279, 0.153, -1.028], [-0.067, -0.740, 0.219], [0.062, -0.449, -0.179], [0.266, -0.353, -0.405], [-0.396, 0.709, 0.104], [0.797, -0.688, 0.445], [-0.279, 0.295, -0.033], [0.161, -0.419, 0.574], [0.434, 0.266, 0.093], [-0.140, 0.123, -0.325], [1.455, 0.152, -0.599], [-0.631, -0.275, 0.094], [0.318, 0.253, 0.021], [0.102, 0.354, -0.113], [-0.454, -0.222, 0.118], [-0.307, -0.837, -0.220], [0.098, -1.491, 0.180], [-0.211, 0.309, 0.474], [-0.387, 0.061, -0.087], [-1.099, -0.560, -0.935], [0.703, -0.085, 0.041], [0.579, 0.026, 0.142], [-0.729, 0.265, -1.025], [-0.069, -0.063, 0.278], [-0.064, 0.145, -0.280], [0.313, -0.519, 1.240], [0.707, 0.298, 0.567], [-0.099, 0.920, -1.645], [-1.103, 1.112, -0.821], [0.250, -0.323, 1.243], [-1.078, 1.839, -0.982], [0.607, 0.521, -0.164], [-0.628, -0.753, -1.300], [1.302, 0.206, -1.179], [1.025, 2.193, -0.469], [-1.292, -1.756, -0.224], [0.268, -0.772, -0.720], [-1.644, -1.800, -0.319], [-1.010, 0.608, 0.065], [-0.636, -0.855, 0.570], [-0.059, 1.372, 1.570], [-1.110, 1.192, 1.236], [-0.024, -1.166, 0.505], [-1.961, -1.305, 1.710], [-0.542, 0.587, 0.659], [-2.229, -0.355, -0.249], [1.251, -1.413, 0.091], [-0.723, -1.945, -1.571], [0.334, -0.813, -0.176], [0.562, -1.166, -0.073], [1.208, 0.064, 1.282], [0.574, -1.332, -1.537], [-0.570, 0.638, 0.374], [0.914, 0.953, 0.500], [0.233, 1.495, -0.039], [0.079, 0.388, 0.179], [0.102, 0.500, -0.151], [-0.108, 0.353, -0.050], [0.075, -0.784, -0.424], [-0.834, 0.046, -0.191], [0.193, 0.262, 0.325], [-0.143, 0.510, 0.279], [0.168, 0.720, -0.098], [0.154, 0.524, 0.402], [0.097, -0.912, 0.215], [1.096, 0.415, -0.844], [-0.024, 0.100, 0.532], [0.094, 0.230, 0.780], [0.564, 0.111, 0.018], [0.453, -0.459, -0.216], [-0.454, 0.233, 0.385], [0.042, 0.091, 0.200], [0.194, 0.979, 0.037], [0.631, -0.457, 0.131], [-0.764, 0.043, -0.445], [0.624, -0.653, 0.253], [0.197, -0.187, -0.611], [0.338, -0.467, 0.066], [0.645, 2.171, 0.318], [-0.337, -0.639, 0.089], [-0.234, 0.408, -0.385], [-0.006, 0.484, -0.333], [0.693, -0.425, -0.378], [-0.503, -0.527, -0.220], [0.265, -0.057, -1.027], [0.173, -0.757, -0.398], [-0.807, 0.763, 0.135], [-0.465, -0.264, -0.915], [0.046, 0.056, 0.125], [0.116, -0.053, 0.532], [0.076, 0.299, 0.385], [0.380, -0.256, -0.065], [-0.140, -0.121, 0.431], [0.138, -0.004, -0.043], [-0.192, -0.267, 0.052], [-0.057, -0.622, -0.452], [-0.046, 0.211, 0.246], [-0.839, 0.785, 0.110], [0.154, -1.172, -0.099], [-0.524, 0.505, -0.088], [1.318, 0.519, -0.147], [0.204, -0.441, 0.126], [0.856, -0.116, 0.260], [0.677, -0.363, -0.006], [-0.093, 0.047, -0.111]], "homo_lumo_gap_ev": 8.5, "spin_multiplicity": 1, "charge": -2, "e_homo_ev": -6.71, "fmax_ha_per_bohr": 0.060, "energy_ev": -445531.9033}